Record 1
{
  "formula": "C11H25Cl2FN4O5P3",
  "method": "ωB97M-V/def2-TZVPD",
  "species": ["C", "C", "C", "F", "C", "C", "O", "C", "C", "C", "O", "N", "P", "N", "C", "P", "N", "N", "P", "O", "O", "O", "H", "H", "H", "H", "H", "H", "H", "H", "H", "H", "H", "H", "H", "H", "H", "H", "H", "H", "H", "H", "H", "Cl", "C", "C", "Cl", "H", "H", "H", "H"],
  "positions_angstrom": [[-0.860, 2.540, 0.789], [0.472, 2.521, 1.542], [1.109, 1.131, 1.592], [2.502, 1.198, 1.775], [0.801, 0.178, 0.469], [0.103, -0.943, 0.667], [-0.451, -1.420, 1.774], [0.448, -2.041, 2.732], [-0.055, -1.764, 4.142], [1.022, -2.144, 5.152], [-0.361, -0.384, 4.271], [-0.039, -1.602, -0.543], [-0.938, -3.116, -0.730], [-0.474, -4.128, -1.788], [0.560, -0.870, -1.494], [0.514, -1.270, -3.326], [0.786, -0.052, -4.220], [1.084, 0.215, -0.913], [1.877, 1.577, -1.762], [0.881, 2.402, -2.407], [2.628, 2.314, -0.607], [2.978, 0.890, -2.647], [-1.508, 1.714, 1.091], [-1.389, 3.468, 1.001], [-0.715, 2.491, -0.292], [1.169, 3.226, 1.097], [0.274, 2.807, 2.576], [0.717, 0.622, 2.479], [1.448, -1.618, 2.611], [0.480, -3.118, 2.542], [-0.932, -2.390, 4.340], [2.021, -1.876, 4.804], [0.818, -1.626, 6.087], [1.007, -3.218, 5.344], [-1.310, -0.250, 4.183], [-0.871, -3.572, 0.584], [-2.235, -2.604, -0.843], [0.330, -3.936, -2.364], [-0.742, -1.889, -3.364], [1.481, -2.288, -3.363], [-0.053, 0.219, -4.724], [3.402, 1.890, -0.212], [3.422, 0.104, -2.311], [-2.072, 0.409, -2.080], [-2.603, 2.088, -2.461], [-2.946, 2.248, -3.922], [-1.477, 2.104, -4.912], [-1.796, 2.754, -2.166], [-3.478, 2.282, -1.844], [-3.370, 3.234, -4.101], [-3.656, 1.492, -4.248]],
  "e_tot_ev": -83633.579,
  "lumo_ev": -3.45,
  "fmax_ev_per_a": 1.05,
  "mol_weight_g_mol": 476.17,
  "total_charge": 1
}

***

Record 2
{
  "formula": "C11H25ClCuFNO7P3",
  "method": "ωB97M-V/def2-TZVPD",
  "species": ["C", "C", "C", "C", "C", "P", "C", "F", "C", "C", "P", "O", "O", "O", "C", "C", "O", "N", "O", "C", "P", "O", "Cl", "O", "H", "H", "H", "H", "H", "H", "H", "H", "H", "H", "H", "H", "H", "H", "H", "H", "H", "H", "H", "H", "H", "H", "H", "H", "H", "Cu"],
  "positions_angstrom": [[4.747, -1.024, 0.261], [3.984, -1.856, -0.816], [2.422, -1.810, -0.668], [1.846, -0.374, -0.487], [2.002, 0.308, -1.907], [0.057, -0.333, 0.177], [0.255, 1.183, 1.322], [1.223, 0.851, 2.310], [0.752, 2.502, 0.674], [-0.403, 3.373, 0.048], [0.541, -1.528, 2.090], [0.306, -3.172, 1.769], [-0.701, -1.243, 3.182], [-1.616, -0.443, 0.768], [-2.485, 0.332, 0.032], [-4.000, 0.080, 0.210], [-4.576, 0.669, 1.424], [-3.640, 0.799, 2.458], [-4.102, 1.446, 3.312], [-1.890, 0.291, -1.444], [-2.189, -1.327, -2.426], [-3.536, -1.029, -3.404], [-2.789, -2.821, -1.060], [-0.523, 0.522, -1.226], [4.708, 0.053, -0.008], [5.823, -1.293, 0.179], [4.420, -1.213, 1.298], [4.260, -1.481, -1.824], [4.372, -2.896, -0.782], [2.162, -2.534, 0.128], [1.988, -2.216, -1.610], [2.463, 0.266, 0.188], [1.436, -0.238, -2.687], [1.798, 1.390, -1.897], [3.069, 0.206, -2.209], [-0.068, -1.630, -0.449], [-0.679, 1.415, 1.868], [1.134, 3.124, 1.515], [1.611, 2.391, -0.009], [0.023, 4.391, -0.060], [-0.624, 3.037, -0.983], [-1.289, 3.391, 0.711], [1.157, -3.618, 1.708], [-1.265, -2.025, 3.214], [-2.392, 1.446, 0.267], [-4.285, -0.991, 0.177], [-4.509, 0.591, -0.660], [-2.416, 1.039, -2.079], [-4.119, -0.440, -2.908], [-4.462, 2.441, 0.318]],
  "s_squared": 0.754,
  "e_tot_ev": -115368.623,
  "multiplicity": 2,
  "lumo_ev": [-5.92, -5.92],
  "fmax_ev_per_a": 3.12,
  "mol_weight_g_mol": 494.24,
  "total_charge": 1
}

***

Record 3
{
  "formula": "C11H25CrS4SeSi",
  "method": "ωB97M-V/def2-TZVPD",
  "species": ["Cr", "C", "C", "S", "C", "C", "S", "C", "C", "S", "C", "C", "S", "H", "H", "H", "H", "H", "H", "H", "H", "H", "H", "H", "H", "H", "H", "H", "H", "C", "Si", "C", "C", "Se", "H", "H", "H", "H", "H", "H", "H", "H", "H"],
  "positions_angstrom": [[-0.792, -0.272, 0.336], [-0.839, -2.648, 2.753], [-1.449, -1.437, 3.430], [-2.303, -0.459, 2.157], [-2.300, 1.217, 2.861], [-2.655, 2.191, 1.752], [-1.740, 1.936, 0.189], [-0.261, 2.977, 0.413], [0.768, 2.427, 1.388], [1.262, 0.764, 0.823], [1.727, -0.115, 2.349], [1.722, -1.608, 2.050], [0.185, -2.257, 1.297], [-1.617, -3.305, 2.362], [-0.226, -3.228, 3.443], [-0.706, -0.809, 3.919], [-2.182, -1.750, 4.173], [-1.319, 1.406, 3.296], [-3.046, 1.266, 3.655], [-2.498, 3.223, 2.064], [-3.703, 2.080, 1.472], [-0.598, 3.968, 0.716], [0.162, 3.051, -0.590], [0.397, 2.372, 2.410], [1.658, 3.056, 1.373], [1.040, 0.164, 3.146], [2.734, 0.198, 2.628], [1.911, -2.184, 2.955], [2.499, -1.849, 1.325], [-0.715, -0.999, -5.187], [0.840, -0.740, -4.240], [1.944, -2.175, -3.909], [1.627, 0.925, -4.287], [-0.342, -0.612, -1.880], [-0.504, -1.111, -6.254], [-1.386, -0.150, -5.060], [-1.223, -1.900, -4.843], [2.485, -2.443, -4.821], [1.371, -3.047, -3.593], [2.680, -1.934, -3.142], [2.135, 1.064, -5.246], [2.371, 1.030, -3.498], [0.884, 1.716, -4.189]],
  "s_squared": 1.197,
  "e_tot_ev": -156785.625,
  "multiplicity": 2,
  "lumo_ev": [-7.20, -7.18],
  "fmax_ev_per_a": 2.00,
  "mol_weight_g_mol": 444.63,
  "e_above_lowest_kcal_mol": 4.9,
  "total_charge": 2
}